Entry from the Open Molecules 2025 dataset: a 8-piece molecular cluster, C17H52N12O10 overall in a non-equilibrium geometry (ωB97M-V with the def2-TZVPD basis set).

Last column: Mulliken charge in e.
Geometry (Å):
O: -3.56369 4.55173 0.03003  -0.796
O: -6.40008 -6.35466 1.89013  -0.363
O: -1.17633 3.22686 -1.79986  -0.818
O: -0.41208 0.64033 -2.35034  -0.677
O: 3.94687 0.61550 -4.74103  -0.775
O: -0.94567 -2.74869 1.40327  -0.439
O: -3.80173 -2.36490 -3.20581  -0.698
O: 0.41406 1.40998 -4.85804  -0.811
O: 6.40426 1.52254 4.55856  -0.312
O: 0.67796 2.03585 2.52155  -0.273
N: 5.48525 1.38775 -3.25563  -0.434
N: -2.77121 -0.87346 -1.81917  -0.199
N: 3.21643 1.49527 -2.77502  -0.238
N: -1.90017 -1.30185 -3.88753  -0.197
N: -2.39057 4.98374 -2.49892  -0.367
N: -3.00345 -5.68785 0.47305  -0.380
N: -1.78561 3.41988 0.90101  -0.094
N: -0.73525 0.00423 -6.19577  -0.392
N: 3.49018 1.93434 4.94725  -0.364
N: 1.57034 -0.19317 -5.97300  -0.379
N: -3.55663 4.05914 2.25727  -0.405
N: -1.01424 3.85874 -3.99872  -0.297
C: 4.59450 2.83129 5.34243  -0.728
C: -0.02262 -1.94149 0.71408  -0.336
C: -6.08046 -7.34346 2.86709  -0.701
C: 5.78600 2.78823 4.42358  -0.348
C: -2.90580 -1.57221 -2.99180  0.366
C: 4.19460 1.12299 -3.64693  0.675
C: -1.80234 -3.50216 0.54191  -0.134
C: -4.11004 -5.61252 1.41427  -0.233
C: 7.62808 1.41115 3.89021  -0.747
C: 1.41657 1.75866 3.68010  -0.852
C: -1.84167 -4.95973 1.01394  -0.851
C: 1.17710 1.39706 1.36422  -0.365
C: -5.41532 -6.23519 0.87987  -0.617
C: 2.78804 2.39021 3.73786  -0.355
C: -2.98533 4.04397 1.00306  0.521
C: -1.47370 3.99384 -2.71898  0.515
C: 0.43528 0.48533 -5.68113  0.620
H: 6.50738 3.58695 4.63918  0.446
H: -4.41447 -4.56533 1.59554  0.184
H: 2.25183 1.23392 -2.88611  0.152
H: -1.14242 -0.68063 -3.65508  0.255
H: 4.18430 3.84621 5.34706  0.390
H: -1.72426 -5.02684 2.09102  0.317
H: -2.75226 5.55160 -3.24050  0.182
H: -3.27254 -5.19575 -0.37491  0.311
H: 1.52114 0.67122 3.83745  0.312
H: -1.45354 -3.43733 -0.49002  0.365
H: 4.86381 2.60624 6.37441  0.322
H: -5.79207 -5.51713 0.15185  0.340
H: -2.90342 4.90731 -1.61980  0.310
H: -3.02747 3.75185 3.05056  0.170
H: -0.73842 -0.66503 -6.94462  0.173
H: 1.43645 0.35379 1.58163  0.233
H: 0.63618 -2.54052 0.06642  0.367
H: -2.04800 -0.17323 -1.74960  0.186
H: 6.19778 1.32639 -3.95401  0.239
H: 5.62762 1.55382 -2.27887  0.163
H: 0.58624 -1.40805 1.44185  0.087
H: -1.34298 3.37721 -0.01475  0.204
H: 3.96625 1.08395 4.64936  0.307
H: -5.92890 -8.30460 2.37372  0.312
H: 1.55109 -0.97052 -6.60206  0.161
H: -0.48101 -1.19921 0.04510  0.180
H: -5.29917 -7.01806 3.54854  0.287
H: 3.47654 1.94868 -1.91836  0.155
H: -7.01051 -7.42040 3.43761  0.244
H: -1.79378 -1.84713 -4.71747  0.183
H: -1.29188 2.97373 1.65447  0.226
H: 0.42236 1.47282 0.58486  0.048
H: -3.81964 -6.00718 2.38447  0.264
H: 7.50715 1.21079 2.82234  0.271
H: -0.92826 -5.38971 0.57968  0.278
H: -4.35432 4.65220 2.38099  0.241
H: 3.38462 2.12750 2.85267  0.292
H: -0.38740 3.09553 -4.20830  0.252
H: 2.69597 3.48041 3.68829  0.318
H: -1.62429 0.41387 -5.97740  0.268
H: 2.39896 0.19619 -5.51512  0.333
H: -1.34516 4.46783 -4.71968  0.179
H: 8.29963 2.26059 4.05603  0.315
H: -2.79435 -3.04333 0.64858  0.189
H: -0.89579 1.39706 -1.98417  0.575
H: 8.14076 0.55915 4.34587  0.243
H: 5.44832 2.94852 3.38810  0.261
H: 2.09682 1.85955 0.97961  0.171
H: 0.79896 2.05717 4.52946  0.351
H: -5.23889 -7.21820 0.42699  0.369
H: -3.34829 -1.03957 -1.01984  0.182
H: 0.02178 1.01844 -3.14011  0.117

total energy: -56831.81012 eV
SMILES string: COCCNCCOC.COCCNCCOC.NC(N)=O.NC(N)=O.NC(N)=O.NC(N)=O.NC(N)=O.O
frontier orbital gap: 8.54 eV
E_HOMO: -8.53 eV
energy relative to the best compared isomer or geometry (same formula, charge and spin): 11.21 kcal per mole